No. 1
13
Properties=species:S:1:pos:R:3 method="wB97M-V/def2-TZVPD" relative_energy_kcal_mol=39.51 e_lumo_ev=1.0600 homo_lumo_gap_ev=8.17 homo_ha=-0.2614 spin_multiplicity=1 smiles="C/C(N)=C/N"
C -1.3767 1.0793 -0.2433
C -0.3204 0.0713 0.1163
C 0.9145 0.1573 -0.3889
N 2.0132 -0.6112 0.0141
N -0.7789 -1.0817 0.8421
H -1.2412 1.3951 -1.2797
H -2.3728 0.7024 -0.0306
H -1.2629 2.0050 0.3287
H 1.1048 0.7753 -1.2588
H 1.9924 -0.9091 0.9757
H 2.9230 -0.2843 -0.2532
H -1.5567 -1.5237 0.3624
H -0.0382 -1.7758 0.8152

***

No. 2
13
Properties=species:S:1:pos:R:3 method="wB97M-V/def2-TZVPD" relative_energy_kcal_mol=75.56 e_lumo_ev=0.8677 homo_lumo_gap_ev=10.74 homo_ha=-0.3630 spin_multiplicity=1 smiles="C=NC.C=N"
C 1.3760 0.3546 -3.3400
N 2.6167 0.3798 -3.6548
H 1.1009 -0.6557 -3.0237
H 0.7789 1.2178 -3.0738
H 2.8365 1.3934 -3.7361
C -0.2738 -0.8380 1.8049
C -2.2098 0.2482 2.4572
N -1.7094 -0.7909 1.9343
H -0.1069 -1.8540 1.4848
H 0.3386 -0.5902 2.6945
H 0.1539 -0.1580 0.9970
H -1.5985 1.0063 2.9503
H -3.3028 0.2868 2.5055

***

No. 3
14
Properties=species:S:1:pos:R:3 method="wB97M-V/def2-TZVPD" relative_energy_kcal_mol=58.75 total_charge=-1 e_lumo_ev="3.9581 / 3.8439" homo_lumo_gap_ev="3.29 / 7.04" homo_ha="0.0244 / -0.1175" s2=0.75 spin_multiplicity=2
O 0.6096 0.8064 -2.1416
C -0.6311 0.4961 -2.2709
C -1.5817 0.5524 -1.1186
H -0.9927 0.0117 -3.1921
H -2.6002 0.9031 -1.2677
H -1.7152 -0.5222 -0.7819
H -1.0826 1.0623 -0.3093
N 2.0401 -0.8553 1.3669
C 0.9437 -0.0888 1.3965
N 0.3738 0.4217 2.4322
H 2.0944 -1.2543 0.4336
H 2.4544 -1.3518 2.1349
H 0.4331 -0.0447 0.4533
H -0.3455 -0.1368 2.8646

***

No. 4
14
Properties=species:S:1:pos:R:3 method="wB97M-V/def2-TZVPD" relative_energy_kcal_mol=73.61 e_lumo_ev=0.8301 homo_lumo_gap_ev=9.95 homo_ha=-0.3350 spin_multiplicity=1 smiles="C=CN.NC=O"
C 2.1025 -0.4555 1.0369
C 1.0721 -0.3604 1.8918
N -0.3931 -0.5007 1.5923
H 1.9028 -0.4607 -0.1382
H 3.1397 -0.5961 1.2360
H 1.3485 -0.2368 2.8687
H -0.9178 -1.2997 2.0569
H -0.8763 0.3459 1.2231
C -0.9330 0.1389 -1.2756
N 0.0695 0.5137 -2.1442
O -2.0293 0.6782 -1.0921
H -0.4634 -0.6855 -0.6623
H 0.8557 -0.0875 -1.8749
H 0.0604 1.5664 -2.0271

***

No. 5
14
Properties=species:S:1:pos:R:3 method="wB97M-V/def2-TZVPD" relative_energy_kcal_mol=26.87 e_lumo_ev=0.8553 homo_lumo_gap_ev=10.44 homo_ha=-0.3524 spin_multiplicity=1 smiles="NCCNC=O"
C -2.2670 -0.5616 -0.8985
N -1.3516 -0.2776 0.0862
C 0.0523 -0.2113 -0.3203
C 0.9158 0.4683 0.7351
N 2.3196 0.4608 0.3191
O -3.4516 -0.6834 -0.6919
H -1.8563 -0.6809 -1.9152
H -1.8166 -0.4642 0.9621
H 0.4227 -1.2253 -0.5077
H 0.1411 0.2870 -1.2835
H 0.8112 -0.0739 1.6719
H 0.5536 1.4973 0.8347
H 2.6666 1.2995 -0.0931
H 2.8598 0.1654 1.1011

***

No. 6
14
Properties=species:S:1:pos:R:3 method="wB97M-V/def2-TZVPD" relative_energy_kcal_mol=81.65 e_lumo_ev=0.6847 homo_lumo_gap_ev=10.42 homo_ha=-0.3577 spin_multiplicity=1 smiles="C=NC.NC=O"
C 0.8258 1.2346 -0.3228
C 2.7054 0.7891 1.0308
N 1.5842 0.3762 0.5225
H 1.1585 2.2470 -0.2253
H 0.8875 0.8889 -1.3758
H -0.2853 1.1315 0.1213
H 2.9528 0.4534 2.0814
H 3.0810 1.7989 0.9435
C -2.0614 -1.1037 -0.5959
N -0.6160 -1.1037 -0.6891
O -2.5827 -0.2671 0.1227
H -2.6734 -1.9954 -0.8513
H -0.2384 -1.9859 -0.9948
H 0.1826 -0.8287 -0.1871

***

No. 7
14
Properties=species:S:1:pos:R:3 method="wB97M-V/def2-TZVPD" relative_energy_kcal_mol=27.74 e_lumo_ev=0.9414 homo_lumo_gap_ev=10.41 homo_ha=-0.3479 spin_multiplicity=1 smiles="CNC(=O)CN"
N 1.9740 0.8292 -0.7511
C 0.9425 1.0944 0.2659
C -0.1106 0.0674 0.5463
N -0.8115 -0.2277 -0.5944
C -1.9261 -1.2027 -0.6678
O -0.1809 -0.5569 1.5831
H 2.6417 0.0899 -0.6005
H 2.4778 1.6484 -0.8949
H 0.3297 1.8735 -0.1518
H 1.3219 1.4299 1.2221
H -0.1855 -0.1122 -1.4198
H -1.6387 -2.2622 -0.4490
H -2.2435 -1.2702 -1.7190
H -2.8286 -0.9074 -0.1000

***

No. 8
14
Properties=species:S:1:pos:R:3 method="wB97M-V/def2-TZVPD" relative_energy_kcal_mol=66.03 e_lumo_ev=0.8174 homo_lumo_gap_ev=9.18 homo_ha=-0.3075 spin_multiplicity=1 smiles="[H]/N=C/N.CC=O"
O 0.4084 1.7076 1.2701
C -0.5782 1.9594 0.6138
C -0.9933 1.7260 -0.8335
H -1.4981 2.2969 1.2593
H -2.0499 1.4957 -0.9328
H -0.7996 2.5670 -1.3455
H -0.3972 0.8962 -1.3096
N 1.4898 -1.0515 0.2826
C 0.4077 -1.8415 0.1830
N 0.4051 -2.8656 -0.6614
H 1.3364 -0.2423 0.7986
H 2.2820 -1.1937 -0.3221
H -0.2444 -1.7387 1.1205
H 0.2315 -3.7156 -0.1231